Density functional theory data (ωB97M-V with the def2-TZVPD basis set) for 6 unconnected molecules or ions with the total composition C2H17NO5.

Calculated values
* energy above the lowest of the compared OMol25 structures with the same formula, charge and spin: 143.2 kJ/mol
* frontier orbital gap: 0.3588 hartree
* SMILES: CNC.O.O.O.O.O
* net charge: 0
* E_LUMO: 0.6 eV

```
25
Properties=species:S:1:pos:R:3:forces:R:3
C 0.373 -1.872 -2.180 -0.2294 -1.0767 -0.3466
N -0.194 -1.068 -1.122 -1.2335 -0.1377 -0.2995
C -1.669 -0.778 -1.237 2.3199 -1.4669 0.7935
H -0.145 -2.837 -2.337 0.0421 0.2460 0.6810
H 0.364 -1.492 -3.211 0.2111 0.7152 0.2137
H 1.380 -2.088 -1.838 0.3381 -0.1536 -0.4801
H 0.380 -0.231 -1.058 -0.4498 0.2190 0.1873
H -1.780 -0.080 -2.062 -1.0703 0.2635 0.3795
H -2.030 -0.667 -0.208 -0.0985 1.6594 -0.3971
H -2.104 -1.755 -1.371 -0.3488 -0.3437 -1.1963
O 0.564 0.801 2.883 -0.6967 -0.8476 0.5280
H 0.418 -0.128 2.618 0.1417 -0.0834 -0.3634
H -0.205 1.026 3.422 0.2230 0.1482 0.0873
O 1.791 2.396 1.327 -0.0714 -0.4082 -0.0001
H 2.731 2.205 1.252 -0.0257 0.0150 0.0567
H 1.398 1.650 1.874 0.4762 1.0873 -0.5331
O 1.101 1.604 -1.289 -0.2717 0.6220 -0.2804
H 1.272 2.240 -0.571 0.1552 -0.4162 0.4118
H 0.621 2.129 -1.941 0.1215 -0.2154 -0.0639
O 0.320 -1.641 1.323 -0.3530 -0.2458 0.4822
H 0.115 -2.466 1.775 0.0087 0.0083 -0.0524
H -0.102 -1.668 0.395 0.8394 0.3676 0.3190
O -1.874 1.462 1.391 0.4424 0.1588 -0.2121
H -1.784 1.932 0.554 -0.3419 0.0363 -0.0333
H -0.940 1.326 1.610 -0.1286 -0.1513 0.1182
```
Forces are in eV/Å.

Here are the Löwdin charges for atoms 1 to 8, given in e: number 1, C, carries -0.1391; number 2, N, carries -0.2180; number 3, C, carries -0.0747; number 4, H, carries 0.0804; number 5, H, carries 0.0749; number 6, H, carries 0.0812; number 7, H, carries 0.0638; number 8, H, carries 0.0821